Below is C6H9ClS in the gas phase, with properties calculated with ωB97M-V/def2-TZVPD.

Positions of all 17 atoms, in Å:
C (1.00, 1.98, -0.19)
C (0.40, 0.62, 0.11)
C (1.08, -0.36, 1.09)
C (-0.92, 0.54, -0.25)
C (-1.80, -0.58, -0.16)
C (-1.45, -1.80, -0.49)
H (1.98, 1.89, -0.61)
H (0.44, 2.52, -0.98)
H (1.25, 2.63, 0.68)
H (0.19, -0.88, 1.51)
H (1.62, 0.09, 1.94)
H (1.21, -1.68, -0.72)
H (-1.33, 1.33, -1.00)
H (-0.45, -2.13, -0.92)
H (-2.08, -2.69, -0.53)
S (2.22, -1.28, 0.09)
Cl (-3.37, -0.21, 0.43)

Results
- charge = 0
- ΔE to the lowest compared entry with this formula, charge and spin (kcal per mole) = 33.69
- structure (SMILES) = C=C(Cl)/C=C(/C)CS
- strongest force on any atom (Eh/bohr) = 0.068
- electronic energy (hartree) = -1092.32497
- gap between HOMO and LUMO (eV) = 9.513

Below is 2 unconnected molecules or ions with the total composition C2H9O2, with properties calculated with ωB97M-V/def2-TZVPD.

Positions of all 13 atoms, in Å:
O (0.05, 1.96, -1.80)
H (1.46, 0.43, 0.11)
H (0.35, 2.85, -2.10)
H (0.13, 1.60, -2.71)
C (-0.48, -0.35, 0.63)
O (0.66, 0.04, -0.34)
C (-0.18, -1.65, 1.19)
H (-0.56, 0.56, 1.39)
H (-1.29, -0.31, -0.14)
H (0.36, 1.07, -0.52)
H (-0.97, -1.81, 2.01)
H (-0.28, -2.57, 0.53)
H (0.76, -1.82, 1.76)

Results
- charge = +2
- spin multiplicity = 2
- ΔE to the lowest compared entry with this formula, charge and spin (kcal per mole) = 45.31
- strongest force on any atom (Eh/bohr) = 0.076
- electronic energy (hartree) = -231.12271
- gap between HOMO and LUMO (alpha / beta) (eV) = 13.684 / 3.868

Below is a molecular structure, C12H12S4SbW, with properties calculated with ωB97M-V/def2-TZVPD.

Positions of all 30 atoms, in Å:
W (-0.05, 0.62, 0.17)
C (0.21, -1.42, -0.93)
C (0.81, -1.56, 0.34)
C (-0.21, -1.45, 1.32)
C (-1.44, -1.23, 0.66)
C (-1.17, -1.20, -0.74)
H (0.69, -1.59, -1.88)
H (1.84, -1.83, 0.54)
H (-0.10, -1.67, 2.37)
H (-2.42, -1.21, 1.11)
H (-1.91, -1.16, -1.53)
S (-0.91, 0.48, -3.89)
Sb (-0.61, 2.17, -2.44)
S (-2.05, 1.67, -0.45)
S (1.58, 1.34, -1.20)
S (-0.35, 4.39, -2.49)
C (1.09, 1.04, 1.96)
C (0.10, 2.12, 1.93)
C (0.28, 3.27, 1.12)
C (-0.71, 4.24, 1.05)
C (-1.90, 4.06, 1.74)
C (-2.11, 2.94, 2.54)
C (-1.13, 1.97, 2.62)
H (1.06, 0.45, 2.86)
H (2.11, 1.38, 1.78)
H (1.24, 3.47, 0.66)
H (-0.55, 5.12, 0.44)
H (-2.67, 4.82, 1.68)
H (-3.03, 2.83, 3.09)
H (-1.27, 1.11, 3.27)

Results
- charge = +1
- ΔE to the lowest compared entry with this formula, charge and spin (kcal per mole) = 18.72
- strongest force on any atom (Eh/bohr) = 0.033
- electronic energy (hartree) = -2364.31581
- gap between HOMO and LUMO (eV) = 6.000

Below is a molecular structure, C24H33ClI2P2SbTb, with properties calculated with ωB97M-V/def2-TZVPD.

Positions of all 64 atoms, in Å:
I (-0.17, 1.50, -0.64)
I (-0.03, -1.74, -0.48)
Tb (-0.12, 0.69, -4.85)
P (-2.34, 0.00, -3.14)
C (-3.26, 0.02, -1.55)
C (-3.34, 1.32, -3.96)
H (-4.36, 0.95, -3.96)
H (-4.36, -1.09, -3.94)
H (-3.03, 1.53, -4.99)
H (-2.94, -1.66, -4.86)
H (-3.02, 0.90, -0.94)
H (-3.29, 2.22, -3.34)
C (-3.31, -1.38, -3.87)
H (-4.33, 0.05, -1.75)
H (-3.24, -2.24, -3.19)
H (-3.05, -0.87, -0.94)
P (2.26, 0.13, -3.15)
C (3.11, 0.22, -1.52)
C (3.31, -1.26, -3.76)
H (3.01, 1.65, -4.98)
H (4.32, 1.07, -3.92)
H (3.23, 2.34, -3.34)
C (3.30, 1.43, -3.95)
H (3.01, -1.58, -4.75)
H (4.35, -0.94, -3.78)
H (4.20, 0.33, -1.68)
H (2.96, -0.68, -0.91)
H (3.21, -2.09, -3.05)
H (2.78, 1.08, -0.93)
Cl (0.07, 0.17, -7.21)
C (-0.28, 4.68, 3.29)
C (0.79, 4.26, 2.50)
C (0.99, 2.89, 2.25)
C (0.02, 1.98, 2.69)
C (-1.08, 2.37, 3.42)
C (-1.21, 3.74, 3.76)
Sb (-0.10, -0.05, 1.75)
C (1.83, -0.86, 2.38)
C (2.27, -2.11, 1.97)
C (3.55, -2.56, 2.32)
C (4.38, -1.77, 3.11)
C (3.91, -0.52, 3.55)
C (2.64, -0.06, 3.18)
C (-1.76, -1.37, 2.35)
C (-1.59, -2.74, 2.24)
C (-2.70, -3.58, 2.33)
C (-3.96, -3.05, 2.63)
C (-4.12, -1.66, 2.77)
C (-3.01, -0.80, 2.58)
H (-0.41, 5.73, 3.53)
H (1.48, 4.98, 2.07)
H (1.85, 2.58, 1.66)
H (-1.84, 1.64, 3.70)
H (-2.06, 4.06, 4.38)
H (1.65, -2.75, 1.35)
H (3.89, -3.54, 1.95)
H (5.37, -2.12, 3.40)
H (4.54, 0.11, 4.19)
H (2.28, 0.91, 3.51)
H (-0.63, -3.19, 2.00)
H (-2.57, -4.65, 2.18)
H (-4.82, -3.70, 2.76)
H (-5.09, -1.22, 3.01)
H (-3.12, 0.29, 2.59)

Results
- charge = +2
- spin multiplicity = 7
- ΔE to the lowest compared entry with this formula, charge and spin (kcal per mole) = 74.29
- strongest force on any atom (Eh/bohr) = 0.043
- electronic energy (hartree) = -3736.74015
- gap between HOMO and LUMO (alpha / beta) (eV) = 4.800 / 5.205